one:
The following is a quantum chemistry calculation of one molecule with the formula C7H8, from OMol25.

Summary:
* HOMO-LUMO gap: 8.401 eV
* HOMO: -0.313 hartree
* LUMO energy: -0.13 eV

```
! RIJCOSX wB97M-V def2-TZVPD def2/J DEFGRID3
* xyz 0 1
C -1.3267 0.9818 -0.1476
C -0.0844 0.1197 -0.2666
C -0.1746 -1.3476 -0.1986
C 0.4556 -0.5936 1.0147
C -0.4212 -0.7168 2.1310
C 0.9583 0.6623 -1.1211
C 1.7941 1.1210 -1.8594
H -1.8068 1.1053 -1.1227
H -2.0260 0.5254 0.5522
H -1.0601 1.9736 0.2276
H 1.5449 -0.6426 1.0488
H -1.1468 -1.7919 -0.0181
H 0.5366 -1.9485 -0.7565
H 0.2058 -0.9793 3.0078
H 2.5514 1.5312 -2.4915
*
```

Atomic partial charges in e from the Löwdin method, atoms 1 to 6: -0.04 -0.47 -0.03 -0.31 0.15 -0.08

=====

two:
The following is a quantum chemistry calculation of one molecule with the formula C7H8, from OMol25.

Summary:
* HOMO-LUMO gap: 10.921 eV
* HOMO: -0.363 hartree
* structure (SMILES): C#CC[C@H](C)C#C
* LUMO energy: 1.03 eV

```
! RIJCOSX wB97M-V def2-TZVPD def2/J DEFGRID3
* xyz 0 1
C -2.3581 1.6713 1.0155
C -1.8777 0.6321 0.6417
C -1.1086 -0.4796 0.0758
C 0.2929 0.0581 -0.3226
C 0.9084 -0.6734 -1.5182
C 1.2366 0.0156 0.8025
C 2.0880 -0.0693 1.6500
H -2.7537 2.6075 1.3408
H -1.6196 -0.8733 -0.8123
H -1.0182 -1.3101 0.7854
H 0.1491 1.1079 -0.6038
H 1.0170 -1.7429 -1.3132
H 0.2884 -0.5409 -2.4109
H 1.9018 -0.2627 -1.7212
H 2.8537 -0.1402 2.3903
*
```

Atomic partial charges in e from the Löwdin method, atoms 1 to 6: 0.11 -0.15 -0.18 -0.40 -0.07 -0.12

=====

three:
The following is a quantum chemistry calculation of one molecule with the formula C7H8, from OMol25.

Summary:
* HOMO-LUMO gap: 10.904 eV
* HOMO: -0.363 hartree
* structure (SMILES): C#CC[C@H](C)C#C
* LUMO energy: 1.03 eV

```
! RIJCOSX wB97M-V def2-TZVPD def2/J DEFGRID3
* xyz 0 1
C -2.4954 0.0957 1.8644
C -1.9391 0.2498 0.8074
C -1.0635 0.3680 -0.3608
C 0.3843 -0.0495 0.0533
C 1.4065 1.0688 -0.1751
C 0.8357 -1.2676 -0.6293
C 1.2821 -2.2324 -1.1952
H -2.9603 -0.0566 2.8127
H -1.0639 1.3998 -0.7346
H -1.4279 -0.2596 -1.1813
H 0.3536 -0.2631 1.1275
H 1.4435 1.3462 -1.2334
H 1.1481 1.9537 0.4158
H 2.4022 0.7278 0.1228
H 1.6940 -3.0810 -1.6942
*
```

Atomic partial charges in e from the Löwdin method, atoms 1 to 6: 0.11 -0.15 -0.17 -0.38 -0.07 -0.12

=====

Which of them is least stable? Easy: one.

=====

one:
The following is a quantum chemistry calculation of C33H37GeN9PdS2 as an isolated structure, from OMol25.

Summary:
* HOMO-LUMO gap (spin up / spin down): 7.524 / 4.812 eV
* HOMO (spin up / spin down): -0.683 / -0.684 hartree
* LUMO energy (spin up / spin down): -11.05 / -13.81 eV

```
! RIJCOSX wB97M-V def2-TZVPD def2/J DEFGRID3
* xyz 4 3
Pd -0.0482 0.1318 0.2866
N -3.1628 1.7368 0.1788
C -3.1179 0.5113 0.7254
N -2.0205 -0.1922 0.8734
C -2.2872 -1.4050 1.4887
C -3.6114 -1.6247 1.7596
S -4.5622 -0.3021 1.2733
C -1.1869 -2.2442 1.8488
C -1.2720 -3.4071 2.6254
S 0.2525 -4.0237 2.9667
C 0.9703 -2.6937 2.0576
N 0.0787 -1.8775 1.5058
N 2.2826 -2.5577 1.9597
H -2.3061 2.2784 0.1173
H -4.0141 2.2757 0.2096
H -4.0655 -2.4790 2.2257
H -2.1597 -3.8841 2.9968
H 2.9217 -3.1822 2.4299
H 2.6739 -1.7381 1.5186
C 3.8359 1.8335 -0.4925
C 2.5181 1.6360 -0.1165
N 1.9172 0.4514 -0.2465
C 2.6018 -0.5559 -0.7927
C 3.9073 -0.4430 -1.2363
C 4.5476 0.7823 -1.0464
C 4.5602 -1.5851 -1.8964
C 4.1286 -2.0846 -3.0467
C 2.9965 -1.5366 -3.7935
C 2.4899 -2.1721 -4.9209
C 1.3673 -1.6077 -5.5076
N 0.8289 -0.4739 -5.0578
C 1.4591 0.1044 -4.0459
N 2.4762 -0.3772 -3.3561
H 4.2881 2.8052 -0.3645
H 1.9228 2.4436 0.2921
H 2.0678 -1.4973 -0.9163
H 5.5731 0.9176 -1.3620
H 5.4450 -1.9987 -1.4268
H 4.6556 -2.9183 -3.4924
H 2.9346 -3.0714 -5.3171
H 0.8863 -2.0742 -6.3579
H 1.1072 1.0873 -3.7498
N -2.1426 -1.0820 -4.5465
C -1.6532 0.3288 -4.3798
C -1.5077 0.6672 -2.9006
N -0.6522 -0.2661 -2.1503
C -1.1474 -1.6346 -2.3432
C -1.2593 -2.0433 -3.8090
H -2.1653 -1.3229 -5.5448
H -3.1110 -1.1634 -4.2138
H -2.3599 0.9975 -4.8726
H -0.7006 0.3748 -4.9140
H -2.4905 0.6802 -2.4158
H -1.0989 1.6767 -2.8317
H 0.2931 -0.2195 -2.5484
H -2.1237 -1.7117 -1.8524
H -0.4757 -2.3434 -1.8506
H -1.6795 -3.0430 -3.9177
H -0.2880 -2.0098 -4.3098
Ge 0.1556 1.1667 2.5725
C -0.1715 3.0419 2.3617
C -1.4451 3.6250 2.3797
C -1.5786 4.9995 2.4360
C -0.4476 5.8077 2.4649
C 0.8186 5.2444 2.4458
C 0.9610 3.8677 2.3794
C -0.8509 0.1763 3.8845
C -0.1498 -0.7214 4.6905
C -0.7798 -1.3638 5.7457
C -2.1212 -1.1212 6.0005
C -2.8286 -0.2253 5.2102
C -2.1972 0.4209 4.1613
H 1.6565 0.9172 2.7967
H -2.3379 3.0122 2.4115
H -2.5608 5.4485 2.4806
H -0.5571 6.8831 2.5155
H 1.6941 5.8770 2.4914
H 1.9563 3.4429 2.3886
H 0.9101 -0.8879 4.5293
H -0.2193 -2.0250 6.3913
H -2.6077 -1.6034 6.8375
H -3.8623 -0.0086 5.4375
H -2.7546 1.1524 3.5912
*
```

Atomic partial charges in e from the Löwdin method, atoms 1 to 6: 0.79 0.16 -0.65 -0.06 -0.33 -0.25

=====

two:
The following is a quantum chemistry calculation of C33H37GeN9PdS2 as an isolated structure, from OMol25.

Summary:
* HOMO-LUMO gap (spin up / spin down): 7.214 / 4.669 eV
* HOMO (spin up / spin down): -0.662 / -0.662 hartree
* LUMO energy (spin up / spin down): -10.80 / -13.34 eV

```
! RIJCOSX wB97M-V def2-TZVPD def2/J DEFGRID3
* xyz 4 3
Pd -0.6523 -0.3268 0.5106
N -4.1084 -0.3397 -0.9634
C -3.8853 -0.7188 0.2726
N -2.6896 -0.8696 0.8489
C -2.8484 -1.4414 2.1111
C -4.1632 -1.6031 2.5231
S -5.2395 -1.1254 1.3238
C -1.7164 -1.9514 2.7828
C -1.7100 -2.6442 4.0077
S -0.1836 -3.2474 4.3489
C 0.4090 -2.5628 2.8288
N -0.5069 -1.8789 2.1543
N 1.6407 -2.7669 2.4191
H -3.3475 -0.2919 -1.6406
H -5.0487 -0.3102 -1.3337
H -4.5208 -2.0272 3.4524
H -2.5405 -2.8312 4.6761
H 2.2703 -3.3686 2.9327
H 1.8883 -2.5616 1.4538
C 3.3381 0.9015 1.2483
C 1.9655 0.8039 1.2354
N 1.3417 -0.0548 0.4080
C 2.0598 -0.8743 -0.3734
C 3.4491 -0.8962 -0.3621
C 4.0819 0.0610 0.4314
C 4.2561 -1.8215 -1.1792
C 4.0509 -3.0924 -1.5369
C 3.0465 -4.0989 -1.1160
C 3.2015 -5.4008 -1.5547
C 2.2966 -6.3539 -1.1044
N 1.2901 -6.0435 -0.2813
C 1.2333 -4.7680 0.0733
N 2.0439 -3.7677 -0.2786
H 3.8225 1.6177 1.8980
H 1.3327 1.4132 1.8627
H 1.5186 -1.5669 -0.9931
H 5.1653 0.1198 0.4365
H 5.1983 -1.3901 -1.5048
H 4.8183 -3.5095 -2.1800
H 4.0049 -5.6710 -2.2274
H 2.3788 -7.3912 -1.4046
H 0.4128 -4.5026 0.7374
N -1.3817 4.8597 3.5652
C -2.1651 3.6531 4.0226
C -1.4507 2.3783 3.5812
N -1.1883 2.3105 2.1333
C -0.4345 3.5101 1.7237
C -1.1288 4.8192 2.0758
H -0.4885 4.8990 4.0627
H -1.8770 5.7184 3.8185
H -3.1516 3.7392 3.5696
H -2.2713 3.7084 5.1039
H -2.0583 1.5299 3.8932
H -0.4927 2.2965 4.1019
H -2.0771 2.3030 1.6395
H -0.2445 3.4933 0.6531
H 0.5421 3.4770 2.2165
H -2.1028 4.9031 1.5950
H -0.5297 5.6875 1.8093
Ge -0.9526 1.1026 -1.4355
C -1.5267 -0.2012 -2.7417
C -1.0032 -1.4942 -2.8775
C -1.3412 -2.2609 -3.9814
C -2.1985 -1.7466 -4.9487
C -2.7324 -0.4701 -4.8123
C -2.4102 0.3055 -3.7036
C 0.5169 2.1866 -1.9628
C 1.6558 1.6486 -2.5848
C 2.5600 2.4890 -3.2068
C 2.3525 3.8696 -3.1962
C 1.2289 4.4126 -2.5816
C 0.3178 3.5781 -1.9536
H -2.1278 2.0735 -1.1502
H -0.3491 -1.9173 -2.1270
H -0.9356 -3.2585 -4.0944
H -2.4593 -2.3466 -5.8109
H -3.3966 -0.0737 -5.5700
H -2.8307 1.3032 -3.6121
H 1.8113 0.5780 -2.6326
H 3.4182 2.0771 -3.7226
H 3.0667 4.5228 -3.6801
H 1.0592 5.4814 -2.6087
H -0.5772 4.0074 -1.5129
*
```

Atomic partial charges in e from the Löwdin method, atoms 1 to 6: 0.81 0.18 -0.60 -0.02 -0.32 -0.27

=====

Which of them is least stable? Easy: one.

=====

one:
The following is a quantum chemistry calculation of a 2-piece molecular cluster, CH2N2O3S overall, from OMol25.

Summary:
* HOMO-LUMO gap: 6.853 eV
* HOMO: -0.023 hartree
* LUMO energy: 6.22 eV

```
! RIJCOSX wB97M-V def2-TZVPD def2/J DEFGRID3
* xyz -2 1
C -2.9984 0.4844 0.2569
N 0.2630 0.9725 -0.1805
N -3.5288 1.0590 -0.5713
O 1.8156 -1.2768 -0.7408
O -2.7315 -0.2092 1.2214
O 2.4495 0.6931 1.0656
S 1.8043 0.6778 -0.2908
H 0.0203 1.0664 0.7926
H 0.9014 -1.4076 -0.4783
*
```

Atomic partial charges in e from the Löwdin method, atoms 1 to 6: -0.81 -0.37 -0.05 -0.50 -0.16 -0.64

=====

two:
The following is a quantum chemistry calculation of a 2-piece molecular cluster, CH2N2O3S overall, from OMol25.

Summary:
* HOMO-LUMO gap: 4.671 eV
* HOMO: 0.048 hartree
* LUMO energy: 5.97 eV

```
! RIJCOSX wB97M-V def2-TZVPD def2/J DEFGRID3
* xyz -2 1
C -2.2451 -1.0717 -0.0837
N -2.2691 0.3372 -0.3257
N 3.8028 -0.2783 -0.1113
O -2.3944 -1.7706 -1.1305
O -2.2610 -1.4099 1.1121
O -1.4071 2.5415 -0.0439
S -1.0348 1.1183 0.1105
H 3.7378 0.6929 -0.4677
H 4.0709 -0.1594 0.9403
*
```

Atomic partial charges in e from the Löwdin method, atoms 1 to 6: -0.93 -0.21 -0.36 -0.11 -0.09 -0.60

=====

three:
The following is a quantum chemistry calculation of a 2-piece molecular cluster, CH2N2O3S overall, from OMol25.

Summary:
* HOMO-LUMO gap (spin up / spin down): 5.335 / 5.334 eV
* HOMO (spin up / spin down): 0.047 / 0.047 hartree
* LUMO energy (spin up / spin down): 6.61 / 6.61 eV

```
! RIJCOSX wB97M-V def2-TZVPD def2/J DEFGRID3
* xyz -2 1
C -3.6722 0.4896 0.0210
N -1.9445 -0.8817 -0.7919
N 0.6450 -0.4290 0.3372
O -3.8889 1.5033 -0.6327
O -4.1882 -0.0571 0.9648
O -0.5094 -2.8815 -0.4357
S -1.0785 -1.5837 0.2442
H 0.5520 0.2660 -0.4364
H 1.1859 -1.1237 -0.3517
*
```

Atomic partial charges in e from the Löwdin method, atoms 1 to 6: -0.57 -0.48 -0.35 -0.06 -0.04 -0.75

=====

four:
The following is a quantum chemistry calculation of an isolated ion of composition CH2N2O3S and charge -2, from OMol25.

Summary:
* HOMO-LUMO gap: 6.226 eV
* HOMO: 0.025 hartree
* structure (SMILES): NS12([O-])=N[C@@]1([O-])O2
* LUMO energy: 6.91 eV

```
! RIJCOSX wB97M-V def2-TZVPD def2/J DEFGRID3
* xyz -2 1
N 0.3890 0.2549 -0.5894
S -1.5647 0.7809 -0.3611
O -1.3599 1.9164 0.5531
N -2.1073 -0.5847 0.4102
C -3.4159 -0.4006 0.1036
O -4.3081 -1.2960 0.1840
O -3.5975 0.7645 -0.4041
H 0.7250 -0.6668 -0.2275
H 0.7788 0.7524 0.2401
*
```

Atomic partial charges in e from the Löwdin method, atoms 1 to 6: -0.29 0.70 -0.59 -0.22 -1.00 -0.18

=====

Which of them is least stable? Easy: three.

=====

one:
The following is a quantum chemistry calculation of a 2-piece molecular cluster, C4H13N3O overall, from OMol25.

Summary:
* HOMO-LUMO gap (spin up / spin down): 9.127 / 6.427 eV
* HOMO (spin up / spin down): -0.323 / -0.275 hartree
* LUMO energy (spin up / spin down): 0.34 / -1.06 eV

```
! RIJCOSX wB97M-V def2-TZVPD def2/J DEFGRID3
* xyz 0 1
C -1.9877 -1.4652 -0.0339
N 0.9409 -1.4154 -0.3023
O -1.0580 -2.3588 0.1093
H 1.3114 -2.0359 0.4027
H 1.0882 -1.7184 -1.2567
H -1.4084 -0.3650 -0.3912
H -2.6890 -1.6108 -0.8762
H -2.4936 -1.1318 0.8903
C -0.7049 1.9388 -0.2381
C 1.1079 0.2699 1.4392
N -0.2877 0.5928 -0.6565
C 1.1011 0.0268 -0.0668
N 2.1828 0.5618 -0.6943
H -0.1665 0.5662 -1.6664
H 2.1400 0.3348 -1.6912
H 0.1297 2.6406 -0.2742
H -1.4992 2.2934 -0.8954
H -1.0838 1.8948 0.7825
H 1.2377 1.3293 1.6457
H 0.1857 -0.0875 1.8977
H 1.9534 -0.2603 1.8757
*
```

Atomic partial charges in e from the Löwdin method, atoms 1 to 6: -0.32 0.12 -0.14 0.10 0.10 0.11

=====

two:
The following is a quantum chemistry calculation of one molecule with the formula C4H13N3O, from OMol25.

Summary:
* HOMO-LUMO gap: 9.350 eV
* HOMO: -0.318 hartree
* structure (SMILES): NCNC[C@@H](N)CO
* LUMO energy: 0.70 eV

```
! RIJCOSX wB97M-V def2-TZVPD def2/J DEFGRID3
* xyz 0 1
N 2.1393 2.2765 0.8922
C 2.4729 0.7928 0.5006
N 1.3881 0.3016 -0.3545
C 0.7781 -1.0244 -0.0203
C -0.6894 -0.8305 -0.5266
N -1.4733 -2.0070 -0.9006
C -1.5160 0.2301 0.3277
O -2.8637 0.2602 -0.0531
H 1.3803 2.5112 0.2676
H 1.8883 2.3272 1.8310
H 2.5654 0.0087 1.3115
H 3.3462 0.7381 -0.2416
H 1.4089 0.3190 -1.3222
H 1.3735 -1.8943 -0.3887
H 0.8915 -1.1428 1.0995
H -0.5307 -0.4537 -1.5219
H -2.2246 -1.8573 -1.6573
H -1.8694 -2.4598 -0.1275
H -1.3140 -0.1111 1.4703
H -1.0915 1.2166 0.1116
H -3.5676 -0.2885 0.4448
*
```

Atomic partial charges in e from the Löwdin method, atoms 1 to 6: 0.01 -0.23 -0.12 -0.17 -0.38 0.02

=====

Which of them is least stable? Easy: one.

=====

one:
The following is a quantum chemistry calculation of a 2-piece molecular cluster, C3H10N2O2 overall, from OMol25.

Summary:
* HOMO-LUMO gap: 9.073 eV
* HOMO: -0.304 hartree
* structure (SMILES): CON(C)O.C=N
* LUMO energy: 0.81 eV

```
! RIJCOSX wB97M-V def2-TZVPD def2/J DEFGRID3
* xyz 0 1
C -0.6453 -1.6616 0.2241
O -0.0940 -0.4721 0.7141
N 1.0339 0.0938 -0.2938
C 2.2677 -0.6040 0.0522
O 1.2103 1.3990 0.0124
H -0.8894 -1.5668 -0.8433
H -1.5599 -1.8537 0.7917
H 0.0273 -2.5242 0.3537
H 2.5645 -0.4024 1.0848
H 2.1268 -1.6696 -0.1136
H 3.0356 -0.2409 -0.6312
H 0.2281 1.8819 -0.1165
C -1.9544 1.1960 -0.4692
N -1.2394 2.1790 -0.1122
H -2.9174 0.9348 -0.0303
H -1.6549 0.6531 -1.3569
H -1.5397 2.6577 0.7340
*
```

Atomic partial charges in e from the Löwdin method, atoms 1 to 6: -0.18 -0.23 -0.20 -0.07 -0.11 0.07

=====

two:
The following is a quantum chemistry calculation of a 2-piece molecular cluster, C3H10N2O2 overall, from OMol25.

Summary:
* HOMO-LUMO gap: 10.618 eV
* HOMO: -0.357 hartree
* structure (SMILES): NCCN.O=CO
* LUMO energy: 0.91 eV

```
! RIJCOSX wB97M-V def2-TZVPD def2/J DEFGRID3
* xyz 0 1
N 0.4287 1.4904 -2.5220
C 0.7773 1.3037 -1.1162
C 0.2896 -0.0324 -0.5352
N 0.7226 -0.2284 0.8130
H -0.5918 1.3576 -2.6417
H 0.6173 2.4526 -2.7890
H 0.4050 2.0803 -0.4266
H 1.8719 1.3207 -1.0063
H 0.7062 -0.8567 -1.1291
H -0.7846 -0.1169 -0.6387
H 1.6935 0.0144 0.9675
H 0.1728 0.3351 1.4583
O -1.6077 -0.7147 2.5145
C -1.6365 -1.8438 2.0056
O -0.5705 -2.5183 1.6531
H -2.5720 -2.3272 1.8116
H 0.0784 -1.7165 1.5811
*
```

Atomic partial charges in e from the Löwdin method, atoms 1 to 6: -0.02 -0.31 -0.28 -0.02 0.08 0.06

=====

Which of them is least stable? Easy: one.